(1)
102
Properties=species:S:1:pos:R:3:forces:R:3 method="wB97M-V/def2-TZVPD" e_lumo_ev="-2.89 / -2.94" s_squared=3.972 total_charge=+1 multiplicity=4 homo_ha="-0.3425 / -0.3450"
V -0.38714 0.02548 -0.20110 0.0 0.4 0.5
C 0.51839 -0.51005 -2.66704 -0.2 1.1 -0.3
N 0.73363 -1.38243 -1.48074 -0.6 -0.4 -0.7
C 2.07670 -1.99846 -1.45343 0.7 -0.1 0.4
C 3.24491 -1.03859 -1.13437 -1.0 0.2 -1.1
C 4.49702 -1.49829 -0.80913 1.4 0.6 0.7
C 5.49944 -0.55454 -0.46263 0.0 -2.8 0.0
C 5.24380 0.78915 -0.52288 1.6 -0.9 0.1
C 4.00869 1.11873 -0.91538 -2.8 0.1 -1.1
N 3.00962 0.25957 -1.25048 0.7 0.8 0.7
C -0.28939 -2.46958 -1.56074 -0.1 0.0 1.3
C -0.76072 -2.82038 -0.13585 0.4 -1.1 -0.7
C -1.05317 -4.10935 0.27985 -0.5 0.0 0.7
C -1.66644 -4.29917 1.52977 -0.3 0.8 -0.4
C -1.86606 -3.21764 2.42388 1.8 -1.0 -2.8
C -1.26975 -2.04329 1.97961 -1.1 -0.1 0.0
N -0.86900 -1.82509 0.71925 0.2 0.5 0.7
C -0.52667 0.58148 -2.29569 -0.7 -1.3 -0.8
C -1.46959 2.53080 -4.46978 -0.8 -1.0 -0.5
C -1.15465 3.79121 -3.71494 0.9 -1.4 0.1
C -0.58474 3.83980 -2.51558 -0.4 0.7 1.2
C -0.21852 2.87271 -1.49167 0.7 -2.0 -0.5
N -0.03532 1.58296 -1.50600 -0.2 1.5 0.1
H 0.19347 -1.08453 -3.55100 0.2 0.2 0.4
H 1.45075 0.02964 -2.86146 -0.2 -0.4 -0.1
H 2.21410 -2.57942 -2.40258 0.1 0.6 0.5
H 2.11004 -2.71279 -0.61843 -0.3 0.0 -0.2
H 4.72851 -2.55171 -0.80356 0.0 -0.1 0.2
H 6.44844 -0.99560 -0.11353 -0.4 0.6 -0.4
H 6.02671 1.50123 -0.33918 -0.1 0.3 0.2
H 3.73553 2.14410 -0.98837 -0.3 0.8 -0.1
H 0.06286 -3.37727 -2.09055 -0.1 0.5 0.2
H -1.14767 -2.04343 -2.09318 0.1 -0.3 0.0
H -0.86721 -4.95434 -0.36219 -0.1 -0.1 -0.1
H -2.07473 -5.27407 1.72632 0.1 -0.3 0.4
H -2.34996 -3.39526 3.34085 -0.3 0.3 1.1
H -1.21548 -1.18374 2.59619 0.1 0.7 0.7
H -1.95772 2.89355 -5.39748 0.0 -0.4 0.2
H -1.33343 4.70009 -4.24051 -0.1 0.6 -0.2
H -0.42455 4.80854 -2.05896 0.0 0.4 -0.4
H 0.12646 3.26935 -0.56191 0.1 0.7 0.5
Se 1.30222 0.77901 1.77754 -0.3 0.2 0.0
P 2.57483 -0.65055 2.88837 -0.8 0.0 -0.2
Se 2.36566 -2.63850 2.20732 0.1 -0.4 0.0
C 2.24967 -0.51983 4.70709 0.6 0.5 -1.4
C 2.08681 0.77776 5.18957 -0.6 -1.2 1.7
C 1.98673 0.95580 6.57466 0.6 1.1 0.3
C 2.15173 -0.14058 7.42018 -0.2 -0.6 -0.6
C 2.32800 -1.42440 6.89823 0.2 -0.3 0.1
C 2.41398 -1.62595 5.52401 -0.2 0.0 0.2
C 4.23829 0.02605 2.70341 0.6 0.6 0.4
C 5.29839 -0.85919 2.94943 -1.8 -0.3 -0.4
C 6.56955 -0.38841 2.92306 0.3 0.5 -0.1
C 6.79621 0.95547 2.70670 0.2 0.8 -0.2
C 5.79304 1.88928 2.45518 -0.4 -1.1 0.6
C 4.49453 1.40209 2.49579 -0.8 -0.4 0.1
H 1.93284 1.56811 4.50826 0.0 0.9 -0.6
H 1.91227 1.98579 7.02966 -0.1 -1.3 -0.7
H 2.11915 -0.04690 8.48696 0.0 0.3 0.4
H 2.42581 -2.29513 7.55701 0.0 0.5 -0.1
H 2.60493 -2.61826 5.09693 -0.2 0.5 0.1
H 5.06285 -1.91436 3.11516 0.2 0.3 -0.1
H 7.37376 -1.06912 3.05052 0.7 -0.3 0.3
H 7.79165 1.30975 2.77382 1.0 0.3 -0.1
H 5.97949 2.94570 2.30396 0.2 -0.1 0.0
H 3.65016 2.09153 2.39459 0.3 -0.3 -0.2
N -1.71285 1.34376 1.19927 -0.8 -0.5 0.3
C -2.76669 2.19119 0.63408 0.1 -0.7 0.0
C -3.15685 3.40330 1.19335 0.1 -0.3 -0.1
C -4.18986 4.10717 0.61357 -0.1 0.1 0.0
C -4.82705 3.64468 -0.53035 -0.5 0.3 -0.8
C -4.46272 2.43113 -1.09577 1.0 -0.2 1.6
C -3.43189 1.66934 -0.48789 -0.4 1.5 0.3
P -2.76503 0.17337 -1.16776 -0.6 -1.1 -0.1
C -2.02108 0.65872 -2.75307 1.1 -0.5 0.7
C -2.64666 0.17432 -4.07373 0.4 1.2 0.0
C -1.77322 -0.32483 -5.11929 0.4 -0.9 -0.9
C -0.60921 0.34184 -5.41919 1.2 1.0 -0.6
C -0.32520 1.64123 -4.95027 -0.8 0.1 0.2
C -2.51123 1.66733 -3.72342 -0.5 0.4 -0.3
C -4.22357 -0.97402 -1.37106 1.1 -0.1 -0.9
C -5.39391 -0.85347 -0.64506 0.2 -0.6 -0.7
C -6.43778 -1.75008 -0.81250 0.6 -1.0 -0.6
C -6.29069 -2.78197 -1.73492 0.0 0.0 0.1
C -5.09540 -2.94042 -2.43934 -0.7 -0.8 0.1
C -4.06135 -2.06560 -2.24547 0.3 0.6 0.2
H -1.06823 1.84384 1.80591 -0.1 0.1 0.1
H -2.17554 0.61607 1.79747 0.7 0.9 -0.6
H -2.71250 3.83413 2.07857 0.3 -0.3 0.1
H -4.48364 5.01535 1.11730 -0.2 0.2 -0.3
H -5.59142 4.25711 -1.03766 0.3 -0.4 0.5
H -4.96548 2.02128 -1.93278 -0.5 -0.2 -0.7
H -3.64368 -0.23791 -4.00643 0.1 0.0 0.1
H -2.00693 -1.27477 -5.63558 0.1 0.6 0.5
H 0.18455 -0.06671 -6.09243 -0.9 0.0 0.7
H 0.63109 2.12699 -5.09827 0.0 -0.2 -0.1
H -3.43526 2.20613 -3.46524 0.5 -0.3 -0.2
H -5.42785 -0.07949 0.04834 -0.4 1.3 1.2
H -7.31036 -1.79296 -0.19763 -0.4 0.6 0.3
H -7.09475 -3.50391 -1.85930 0.2 0.1 0.0
H -4.97649 -3.81487 -3.07920 0.0 0.3 0.0
H -3.13097 -2.22183 -2.77707 0.0 0.1 0.0

***

(2)
111
Properties=species:S:1:pos:R:3:forces:R:3 method="wB97M-V/def2-TZVPD" e_lumo_ev=3.75 total_charge=-2 multiplicity=1 homo_ha=-0.1020
Bi -1.06583 0.13078 -0.13048 -1.2 -0.7 -0.3
Br -5.57155 1.34892 2.03562 0.0 0.0 0.0
C -4.16086 0.53711 2.98492 0.2 0.1 -0.3
C -4.39072 0.11196 4.29199 0.2 -0.1 0.2
C -3.39039 -0.49609 4.99684 -0.3 0.0 0.1
Br -3.75203 -1.08635 6.77318 0.0 0.0 0.0
C -2.13468 -0.75301 4.41798 0.1 0.1 -0.3
C -1.07283 -1.43926 5.04001 0.1 0.0 -0.1
C 0.06338 -1.71564 4.33154 -0.1 0.0 0.1
C 0.15486 -1.28844 3.00060 0.0 0.1 -0.1
N -0.78446 -0.58973 2.41664 0.1 -0.2 0.0
C -1.92463 -0.32227 3.08000 -0.2 -0.1 0.4
C -2.93606 0.37346 2.34054 -0.4 0.2 0.1
O -2.72969 0.80185 1.13372 0.4 -0.2 0.0
H -5.36157 0.26334 4.74130 0.0 0.0 0.0
H -1.17570 -1.75551 6.06904 0.0 0.0 0.0
H 0.88981 -2.24306 4.78694 0.0 0.0 0.0
H 1.03194 -1.51247 2.40971 0.0 0.0 0.1
C 2.80488 -3.64823 1.67549 -0.1 0.1 0.0
C 2.78139 -2.59099 0.56733 0.0 -0.2 0.0
C 2.64380 -3.22423 -0.79157 0.0 0.1 0.1
C 3.77823 -3.67288 -1.45759 0.0 0.0 -0.1
C 3.68629 -4.28052 -2.69656 0.1 0.0 0.1
C 2.43239 -4.50088 -3.25271 0.1 0.0 0.0
C 1.27814 -4.09307 -2.60229 -0.1 -0.1 0.1
C -0.10587 -4.38470 -3.13143 0.1 0.1 -0.2
C -0.17240 -5.10204 -4.47378 0.0 0.1 0.1
C 1.38157 -3.40886 -1.37135 0.4 -0.2 -0.2
N 0.24320 -2.85460 -0.80119 -0.2 0.5 0.2
C -0.53083 -3.51281 -0.02578 0.2 -0.4 0.0
C -1.77603 -3.07918 0.49177 -0.6 0.0 0.3
C -2.63883 -3.89752 1.24022 0.3 -0.1 -0.1
C -3.81782 -3.18333 1.41838 -0.1 0.1 0.1
C -3.62611 -1.95811 0.77535 -0.2 -0.1 0.0
N -2.40771 -1.87490 0.22118 0.3 -0.6 0.0
H 2.86725 -3.18464 2.66274 0.0 0.0 0.0
H 3.66357 -4.31003 1.54782 0.0 0.0 0.0
H 1.89990 -4.25653 1.64552 0.0 0.0 0.0
H 3.71203 -2.01972 0.60670 -0.1 0.1 0.0
H 1.94710 -1.90811 0.72701 0.1 0.1 -0.1
H 4.74533 -3.53213 -0.98618 0.0 0.1 0.0
H 4.58356 -4.58363 -3.22228 0.0 -0.1 0.0
H 2.36454 -5.00802 -4.20718 -0.1 0.0 0.0
H -0.63275 -3.42904 -3.19918 -0.1 0.0 0.1
H -0.63761 -4.98135 -2.38501 -0.1 0.1 0.0
H 0.31922 -4.52276 -5.25624 0.0 0.0 -0.1
H -1.21427 -5.24049 -4.76450 0.0 0.0 0.0
H 0.29576 -6.08716 -4.41805 0.0 0.0 -0.1
H -0.27155 -4.54544 0.25832 0.0 0.0 0.0
H -2.42087 -4.89877 1.58411 0.0 0.0 0.0
H -4.70261 -3.49610 1.94998 0.0 0.0 0.0
H -4.33773 -1.15876 0.64755 0.0 0.1 0.1
Cl -3.70621 2.96430 -0.47380 -0.1 -0.1 0.1
C -2.43613 3.87182 -1.17958 0.3 0.0 0.0
C -2.79028 5.05028 -1.81742 0.0 0.1 0.0
C -1.85260 5.81788 -2.48129 0.0 0.0 -0.1
C -0.55191 5.35813 -2.55539 0.1 0.1 0.0
C -0.20043 4.19244 -1.90315 -0.4 -0.2 0.0
Cl 1.40137 3.60209 -2.17971 0.3 0.0 -0.1
C -1.09557 3.41049 -1.11345 0.2 0.2 0.0
N -0.64846 2.29596 -0.42783 -0.1 0.0 0.0
H -3.82171 5.37207 -1.76748 0.0 -0.1 0.0
H -2.14192 6.74221 -2.96421 0.0 0.0 0.0
H 0.20140 5.88761 -3.12312 0.0 0.0 0.0
Se -2.63136 3.68146 4.28981 -0.7 0.0 0.9
C -1.57417 3.61119 2.89083 0.8 0.2 -1.0
N -0.79758 3.60712 2.01797 -0.3 -0.2 0.2
Cl -5.00253 -2.52789 -3.32621 -0.1 -0.2 0.0
C -3.57266 -1.50100 -3.31778 0.1 0.1 0.5
Cl -3.43750 -0.61215 -4.84446 0.1 0.1 -0.3
C -3.57785 -0.47841 -2.12584 -0.2 -0.2 -0.3
O -4.60936 -0.24434 -1.54456 0.1 0.1 0.0
O -2.39221 -0.00968 -1.97128 0.0 0.5 0.4
H -2.69969 -2.14226 -3.23575 0.0 0.0 0.0
C 0.74642 -1.05170 -5.08560 -0.2 -0.1 0.3
As 0.28313 -0.47551 -3.21260 0.8 0.0 -1.2
C 2.14246 0.04682 -2.81240 0.1 0.0 0.1
C -0.35644 1.26492 -3.83306 -0.1 0.2 -0.1
H 1.22038 -0.22260 -5.61380 0.0 0.0 0.1
H -0.16683 -1.32704 -5.61716 0.0 0.0 0.0
H 1.42578 -1.90457 -5.07079 0.0 -0.1 0.1
H 2.50894 0.75039 -3.56205 0.0 0.0 0.0
H 2.78142 -0.83843 -2.80889 -0.1 -0.1 0.0
H 2.20285 0.52297 -1.83392 0.0 0.0 0.0
H 0.44447 1.85790 -4.27549 0.1 -0.1 0.0
H -0.79406 1.81723 -3.00973 0.0 0.0 0.0
H -1.13845 1.10845 -4.57385 0.0 -0.1 0.0
Ge 0.75640 2.47544 0.82025 1.3 1.1 0.2
C 1.78340 4.18615 0.82114 -0.1 -0.3 -0.1
C 1.21766 5.45354 0.74107 -0.1 0.0 0.0
C 2.01657 6.57874 0.58481 0.0 0.1 0.0
C 3.39752 6.45590 0.53817 0.0 0.0 0.0
C 3.97689 5.20055 0.66616 0.1 0.0 0.0
C 3.17201 4.08115 0.80501 0.0 -0.1 0.0
C 1.39119 1.64120 2.56075 -0.2 0.1 -0.2
C 2.50828 0.81979 2.43079 0.0 0.0 -0.2
C 3.20025 0.33601 3.53217 0.1 -0.1 0.1
C 2.78194 0.67125 4.81121 0.0 0.0 0.0
C 1.68006 1.50077 4.96221 0.0 0.0 0.0
C 1.00172 1.98444 3.85154 -0.1 0.0 0.1
H 1.81159 1.55785 0.00575 -0.2 0.0 0.1
H 0.14018 5.55554 0.77973 0.0 0.0 0.0
H 1.55810 7.55578 0.48210 0.0 0.0 0.0
H 4.02309 7.33008 0.39582 0.0 0.0 0.0
H 5.05608 5.09784 0.63670 0.0 0.0 0.0
H 3.62437 3.09729 0.87632 0.1 0.0 0.0
H 2.84304 0.55783 1.43109 0.0 -0.1 0.0
H 4.06472 -0.30348 3.38727 0.0 0.0 0.0
H 3.30865 0.30554 5.68542 0.0 0.0 0.0
H 1.33826 1.78723 5.94974 0.0 0.0 0.0
H 0.16119 2.63933 4.01118 -0.1 0.0 0.0

***

Record-wise maximum force values, in eV/Å: 3.5, 1.7
Record-wise energy relative to the best compared isomer or geometry (same formula, charge and spin) values, in kcal per mole: 130.4, 8.0
Record-wise E values, in eV: -232892.090, -442818.370